Entry from OMol25: a molecular structure, C46H93F6N5O7P at a distorted geometry (wB97M-V/def2-TZVPD).

Results
- calculated total energy (eV) = -96512.496
- net charge = +3

Last column: Löwdin charge in e.
Cartesian coordinates (Å):
O1 0.836 -0.718 -0.178  -0.096
C1 -0.102 -0.138 0.594  -0.648
O2 -1.327 -0.327 0.388  -0.184
O3 0.291 0.512 1.556  0.045
H1 1.568 -0.606 0.432  0.046
C2 -2.636 2.915 0.197  -0.120
C3 -1.661 3.338 -0.865  -0.137
C4 -0.357 2.591 -0.592  -0.178
C5 0.670 2.772 -1.696  -0.049
N1 2.020 1.958 -1.507  -0.097
C6 3.130 2.383 -2.526  -0.009
C7 3.451 1.089 -3.319  -0.145
C8 2.236 0.274 -3.341  -0.121
C9 1.690 0.480 -1.920  -0.080
C10 2.549 2.054 -0.063  -0.055
H2 -2.217 3.146 1.177  0.050
H3 -2.894 1.858 0.244  0.016
H4 -3.565 3.484 0.231  0.136
H5 -1.584 4.423 -0.944  0.142
H6 -2.212 3.066 -1.766  0.069
H7 -0.509 1.522 -0.440  0.084
H8 0.120 2.943 0.323  0.080
H9 0.949 3.813 -1.862  0.141
H10 0.441 2.491 -2.724  0.127
H11 4.022 2.679 -1.974  0.141
H12 2.666 3.138 -3.161  0.131
H13 4.283 0.632 -2.783  0.100
H14 3.842 1.390 -4.291  0.141
H15 2.387 -0.790 -3.518  0.085
H16 1.513 0.604 -4.088  0.140
H17 2.155 -0.190 -1.196  0.009
H18 0.609 0.367 -1.847  0.087
H19 1.849 1.481 0.547  0.089
H20 2.612 3.069 0.329  0.127
H21 3.524 1.571 -0.004  -0.095
C11 -3.449 -3.781 -2.404  0.037
C12 -2.780 -2.343 -1.954  -0.332
C13 -1.436 -2.322 -2.592  -0.105
C14 -0.679 -1.022 -2.212  -0.196
C15 -1.559 0.240 -1.925  -0.062
C16 -2.913 0.254 -2.721  -0.324
N2 -3.604 -1.123 -2.408  0.124
O4 -4.941 -1.214 -2.527  0.189
C17 -2.607 0.235 -4.248  0.033
C18 -3.731 1.467 -2.271  0.012
C19 -2.649 -2.443 -0.437  -0.036
H22 -2.978 -4.644 -1.932  0.100
H23 -3.519 -3.853 -3.489  0.094
H24 -4.486 -3.895 -2.089  0.086
H25 -1.642 -2.327 -3.662  0.144
H26 -0.823 -3.182 -2.321  0.098
H27 0.091 -0.721 -2.923  0.122
H28 -0.170 -1.307 -1.291  0.107
H29 -0.962 1.126 -2.141  0.102
H30 -1.811 0.342 -0.869  0.048
H31 -2.298 -0.698 -4.719  0.090
H32 -1.895 0.954 -4.654  0.111
H33 -3.588 0.422 -4.684  0.099
H34 -4.131 1.459 -1.257  0.046
H35 -4.607 1.512 -2.918  0.113
H36 -3.203 2.414 -2.379  0.084
H37 -2.196 -1.583 0.056  0.026
H38 -2.152 -3.384 -0.199  0.128
H39 -3.588 -2.583 0.097  0.092
C20 1.107 -3.292 -0.107  0.032
C21 1.860 -2.966 -1.442  -0.247
C22 2.867 -1.808 -1.111  -0.104
C23 4.162 -1.824 -1.965  -0.160
C24 4.853 -3.156 -2.137  -0.089
C25 3.873 -4.252 -2.686  -0.466
N3 2.642 -4.234 -1.859  0.163
O5 1.872 -5.375 -2.033  0.155
C26 4.624 -5.542 -2.492  -0.027
C27 3.646 -4.066 -4.194  0.025
C28 0.926 -2.432 -2.605  -0.019
H40 0.298 -4.008 -0.253  0.088
H41 0.729 -2.384 0.361  0.079
H42 1.711 -3.644 0.729  0.110
H43 3.275 -1.818 -0.100  0.106
H44 2.278 -0.895 -1.024  -0.008
H45 4.893 -1.167 -1.495  0.096
H46 4.018 -1.362 -2.942  0.093
H47 5.364 -3.454 -1.222  0.133
H48 5.662 -2.934 -2.833  0.146
H49 3.953 -6.318 -2.861  0.096
H50 5.010 -5.749 -1.493  0.105
H51 5.589 -5.550 -2.998  0.115
H52 2.855 -4.667 -4.642  0.111
H53 4.607 -4.158 -4.700  0.116
H54 3.442 -3.004 -4.331  0.072
H55 1.432 -2.264 -3.555  0.117
H56 0.426 -1.485 -2.402  -0.089
H57 0.070 -3.096 -2.727  0.046
C29 -3.038 -1.376 4.074  0.002
C30 -3.117 -0.317 2.967  -0.302
C31 -3.184 -1.106 1.621  -0.118
C32 -3.664 -0.277 0.394  -0.153
C33 -4.266 1.083 0.716  -0.198
C34 -5.229 1.089 1.858  -0.355
N4 -4.492 0.451 3.113  0.172
O6 -5.102 0.700 4.371  0.159
C35 -6.430 0.098 1.568  0.028
C36 -5.835 2.552 2.104  0.025
C37 -1.896 0.651 3.070  -0.052
H58 -2.046 -1.825 4.026  0.108
H59 -3.842 -2.109 4.002  0.105
H60 -3.072 -0.889 5.048  0.097
H61 -3.819 -1.990 1.671  0.124
H62 -2.164 -1.469 1.493  0.121
H63 -4.209 -0.999 -0.215  0.101
H64 -2.751 0.010 -0.127  0.054
H65 -4.819 1.469 -0.140  0.120
H66 -3.503 1.852 0.840  -0.008
H67 -7.075 0.132 2.446  0.094
H68 -6.107 -0.938 1.469  0.089
H69 -7.017 0.457 0.723  0.112
H70 -5.062 3.290 2.318  0.087
H71 -6.666 2.449 2.802  0.093
H72 -6.240 2.994 1.194  0.100
H73 -0.934 0.139 3.070  0.107
H74 -1.885 1.292 3.951  0.121
H75 -1.884 1.350 2.233  0.058
C38 2.190 -0.708 3.886  0.019
C39 2.128 0.881 3.979  -0.309
C40 3.071 1.469 2.804  -0.175
C41 2.949 2.949 2.648  -0.137
C42 1.549 3.279 2.169  -0.139
C43 0.437 2.866 3.130  -0.361
N5 0.747 1.446 3.666  0.133
O7 -0.381 0.856 4.239  0.021
C44 -0.848 2.884 2.308  -0.087
C45 0.396 3.830 4.278  0.005
C46 2.536 1.406 5.362  0.013
H76 1.648 -1.200 4.693  0.089
H77 3.210 -1.037 4.081  0.099
H78 1.869 -1.052 2.903  0.067
H79 2.784 1.090 1.823  0.060
H80 4.108 1.168 2.952  0.100
H81 3.796 3.151 1.992  0.134
H82 3.215 3.481 3.562  0.126
H83 1.441 2.974 1.128  0.041
H84 1.577 4.368 2.128  0.153
H85 -1.200 3.837 1.914  0.130
H86 -1.701 2.454 2.833  0.069
H87 -0.631 2.317 1.402  0.045
H88 -0.215 3.482 5.111  0.103
H89 0.021 4.817 4.011  0.115
H90 1.374 4.037 4.714  0.095
H91 1.776 1.883 5.981  0.096
H92 3.483 1.934 5.251  0.104
H93 2.877 0.677 6.098  0.100
P1 4.389 0.173 0.686  0.490
F1 4.967 -1.389 0.714  -0.112
F2 4.299 0.013 2.316  -0.156
F3 6.018 0.641 0.820  -0.130
F4 4.147 1.787 0.851  -0.147
F5 4.442 0.222 -0.925  -0.130
F6 2.794 -0.117 0.605  -0.207